1.
Formula: C4H13O6
Source: the OMol25 dataset
Level of theory: wB97M-V/def2-TZVPD

Total charge: -1
2S+1: 1

```
23
Properties=species:S:1:pos:R:3:mulliken_charge:R:1
O 0.52230 -0.02573 2.53663 -0.723
C 0.86662 0.27178 1.37827 0.350
O 1.59083 -0.42337 0.61386 -0.754
C 0.42457 1.61698 0.69581 -0.444
C -0.58783 1.48296 -0.51898 0.559
C -1.99909 1.76126 0.09969 -1.305
O -0.34800 2.63137 -1.35547 -0.591
H 0.23444 2.37739 1.42890 0.301
H 1.27340 1.88080 0.05639 0.329
H -0.44491 0.61061 -1.14643 -0.087
H -2.84666 1.37584 -0.48958 0.336
H -2.18621 2.82340 0.19982 0.383
H -2.09591 1.14900 1.01170 0.311
H -0.36166 3.37672 -0.75247 0.358
H 1.21239 -2.24098 0.85622 0.408
H -0.18462 -2.67785 1.09853 0.274
O 0.68559 -3.05959 0.99113 -0.668
H 0.93827 -1.99071 -2.10742 0.355
H 1.22646 -0.51681 -2.38395 0.324
O 0.87824 -1.31687 -2.79867 -0.664
H -0.99224 -1.37746 -0.46901 0.285
H -1.90709 -1.71347 -1.70119 0.320
O -1.64360 -1.98407 -0.80278 -0.658
```

***

2.
Formula: C16H54N12O10
Source: the OMol25 dataset
Level of theory: wB97M-V/def2-TZVPD

Total charge: 0
SMILES: COC[C@H](C)N.COC[C@H](C)N.NC(N)=O.NC(N)=O.NC(N)=O.NC(N)=O.NC(N)=O.CO.CO.CO
2S+1: 1

```
92
Properties=species:S:1:pos:R:3:mulliken_charge:R:1
C -1.37453 5.91036 4.08341 -0.776
O -0.11668 5.26376 4.21981 -0.314
C 0.86053 5.71913 3.22148 -0.957
C 1.78646 4.56694 2.81632 0.948
C 2.91069 4.75130 1.78711 -1.864
N 0.86161 3.56397 2.24116 -0.525
H -2.10749 5.24531 4.54585 0.266
H -1.78201 6.09309 3.08753 0.326
H -1.37383 6.83042 4.67244 0.323
H 0.52069 6.29927 2.36435 0.375
H 1.46655 6.36545 3.86343 0.351
H 2.24409 4.12457 3.70580 0.222
H 3.34392 3.75602 1.71248 0.471
H 3.61462 5.40951 2.30609 0.460
H 2.67452 5.23088 0.83917 0.341
H -0.06709 3.66832 2.62644 0.258
H 1.27791 2.69348 2.55349 0.137
C 3.04782 -1.26377 -3.40391 -0.717
O 3.07404 -2.66978 -3.49691 -0.402
C 4.03801 -3.30974 -2.74988 -0.707
C 3.91138 -4.81562 -2.97149 0.652
C 2.55330 -5.47545 -2.72559 -1.053
N 4.92305 -5.57279 -2.18479 -0.785
H 2.38294 -0.78944 -4.11949 0.249
H 4.00273 -0.73903 -3.51126 0.467
H 2.72318 -1.11085 -2.36736 0.240
H 5.06913 -3.02200 -2.98641 0.374
H 3.88354 -3.04808 -1.69293 0.288
H 4.20073 -4.98793 -4.01371 0.183
H 2.65977 -6.55817 -2.67055 0.468
H 1.86604 -5.32602 -3.55872 0.254
H 2.17768 -5.01774 -1.80886 0.018
H 4.96987 -6.55788 -2.41346 0.249
H 5.84560 -5.26065 -2.47238 0.257
N -5.20145 1.63719 -0.09520 -0.300
C -4.34898 2.57763 0.40372 0.701
N -5.05580 3.59935 0.96849 -0.516
O -3.16119 2.66221 0.11434 -0.597
H -4.83756 0.94056 -0.73253 0.060
H -6.15984 1.55762 0.19141 0.176
H -4.51499 4.44605 1.05030 0.272
H -5.96641 3.61834 0.54414 0.188
N -4.45445 -1.69986 -0.05043 -0.293
C -4.43515 -1.26274 -1.34773 0.654
N -5.34401 -1.95771 -2.03888 -0.430
O -3.71786 -0.35956 -1.76206 -0.784
H -5.05179 -2.47128 0.16471 0.156
H -3.82159 -1.31344 0.63904 0.318
H -5.93009 -2.66231 -1.64003 0.129
H -5.42192 -1.82278 -3.03515 0.261
N -1.76365 -2.06934 -4.34527 -0.334
C -0.43944 -2.05560 -4.13091 0.770
N -0.01644 -2.79133 -3.10129 -0.221
O 0.29421 -1.35203 -4.83384 -0.653
H -2.18821 -1.58347 -5.11343 0.217
H -2.37069 -2.52922 -3.68852 0.101
H -0.60909 -3.47200 -2.66154 0.138
H 0.94746 -2.68365 -2.81914 -0.008
N 1.92547 2.81615 -0.45574 -0.215
C 1.91057 3.31073 -1.69213 0.548
N 1.77664 2.36758 -2.67091 -0.305
O 2.06276 4.49077 -2.00178 -0.719
H 2.03119 1.82053 -0.33943 0.153
H 1.77905 3.43954 0.32329 0.260
H 2.08207 2.57894 -3.60205 0.190
H 1.46258 1.44851 -2.40501 0.140
N -0.69534 -0.36971 -1.32072 0.132
C 0.08511 -0.10022 -0.25079 0.297
N -0.48313 0.73145 0.63758 0.454
O 1.27933 -0.38372 -0.19705 -0.833
H -0.34549 -1.07943 -1.94585 0.276
H -1.68166 -0.15856 -1.32923 -0.087
H 0.01134 0.90244 1.49936 -0.013
H -1.44935 1.00064 0.75129 -0.200
C -2.74256 -1.57835 3.04194 -0.567
O -3.03430 -0.38714 2.30953 -0.343
H -2.19270 -2.37515 2.54424 0.075
H -2.05930 -1.30656 3.85308 0.244
H -3.68847 -1.83472 3.52016 0.329
H -3.89266 -0.06609 2.59148 0.227
C 1.83669 -0.46039 4.15956 -0.897
O 1.11452 0.52617 3.45461 -0.351
H 2.87649 -0.45666 3.82863 0.291
H 1.90730 -0.03685 5.16813 0.358
H 1.60619 -1.52216 4.26806 0.301
H 0.26732 0.66838 3.88621 0.212
C 0.38263 -3.78752 1.15945 -0.380
O 0.97145 -3.80108 2.45054 -0.512
H 0.49468 -4.72814 0.60653 0.347
H -0.69912 -3.76542 1.30236 0.175
H 0.68835 -3.03284 0.43194 0.026
H 1.91249 -3.79063 2.24384 0.308
```

***

3.
Formula: C19H46F5N6O11S2
Source: the OMol25 dataset
Level of theory: wB97M-V/def2-TZVPD

Total charge: +3
2S+1: 1

```
89
Properties=species:S:1:pos:R:3:mulliken_charge:R:1
C 0.27326 -6.40522 -2.79381 -0.834
C -1.06642 -5.79847 -3.07278 0.652
O -1.76967 -5.22908 -2.28683 -0.441
N -1.61683 -5.91434 -4.53389 -0.243
H -0.93022 -5.64550 -5.19316 0.388
H -1.74632 -6.93726 -4.70439 0.392
C -2.87316 -5.14627 -4.73125 -0.782
H 0.88886 -5.62154 -2.22708 0.163
H 0.79379 -6.73296 -3.68609 0.365
H 0.19634 -7.25437 -2.10789 0.325
H -3.44346 -5.56418 -5.57127 0.349
H -2.57920 -4.12597 -4.94067 0.327
H -3.29833 -5.15575 -3.73263 0.343
C 0.81481 4.63469 -4.29562 -0.783
C 1.78567 3.49471 -4.15481 0.627
O 2.97793 3.55701 -4.15263 -0.431
N 1.12940 2.22685 -3.72929 0.688
H 1.18547 2.17633 -2.76051 0.120
H 0.11908 2.36878 -3.77724 -0.047
C 1.57473 1.09038 -4.58434 -0.848
H -0.12156 4.34118 -4.76464 0.323
H 1.23898 5.48745 -4.92365 0.395
H 0.63141 5.10031 -3.33215 0.107
H 1.38327 1.39293 -5.61496 0.541
H 0.89493 0.21609 -4.44439 0.168
H 2.66935 0.95051 -4.44989 0.269
C -0.22367 -2.55378 1.56306 -1.105
C -0.82360 -1.17237 1.41047 0.570
O -0.56536 -0.42870 0.45317 -0.501
N -1.69530 -0.76511 2.37851 -0.211
H -0.28360 -0.09198 -1.29555 0.373
H -1.84128 -1.38081 3.13838 0.259
C -1.74110 0.70403 2.72039 -0.677
H 0.58341 -2.79294 0.86580 0.085
H -0.98345 -3.32250 1.70496 0.360
H 0.32141 -2.56514 2.51904 0.351
H -1.73264 0.89001 3.78806 0.330
H -2.70526 1.08884 2.32728 0.268
H -0.89945 1.20348 2.24227 0.145
C 3.70674 -5.05544 8.10175 -1.156
C 2.19387 -4.83408 8.16268 0.726
O 1.48112 -4.00841 7.72978 -0.355
N 1.39754 -6.16148 8.65588 -0.287
H 1.26732 -6.71428 7.80797 0.363
H 2.08247 -6.67897 9.24048 0.384
C 0.03879 -5.80493 9.19120 -0.774
H 4.18191 -5.38532 9.01907 0.393
H 4.19752 -4.06788 7.91941 0.334
H 4.10045 -5.70235 7.29555 0.349
H 0.10379 -5.24086 10.12310 0.331
H -0.55859 -6.69958 9.23440 0.340
H -0.34727 -5.12613 8.43708 0.352
C -2.00904 8.24753 1.17906 -1.034
C -3.05272 7.14841 1.09838 0.630
O -3.79218 6.80885 1.94295 -0.400
N -3.19561 6.37741 -0.28804 0.007
H -2.33502 6.60509 -0.75743 0.346
H -3.34618 5.36985 -0.12897 0.225
C -4.41472 6.89412 -0.89995 -0.859
H -2.40026 9.15142 0.67458 0.327
H -0.99105 7.94559 0.91893 0.390
H -1.92807 8.43757 2.28358 0.341
H -4.29330 7.96609 -1.04961 0.374
H -5.23618 6.67418 -0.19958 0.392
H -4.61232 6.37241 -1.84333 0.308
C 1.53997 -0.51004 -1.44327 0.464
O 2.60159 0.27613 -1.79835 -0.153
O 0.36620 -0.10461 -2.08379 -0.376
C 1.80664 -2.03514 -1.69945 0.448
F 2.66331 -2.20668 -2.72887 -0.283
F 2.49279 -2.57324 -0.64503 -0.304
F 0.66711 -2.78284 -1.88229 -0.204
C 3.68079 0.40423 -0.89512 -0.412
C 4.56775 1.52868 -1.40540 -0.953
H 4.98294 1.09640 -2.30581 0.278
H 3.92903 2.45760 -1.58257 0.109
H 5.37850 1.89816 -0.77182 0.413
H 4.26964 -0.51560 -1.01218 0.288
H 3.27689 0.35129 0.14868 0.344
H 1.34145 -0.48391 -0.34929 0.138
N -0.63117 3.28417 -1.89049 -0.345
S -2.13923 2.99333 -2.52136 1.170
O -1.78644 2.41747 -3.76723 -0.754
O -3.05171 4.11967 -2.53105 -0.586
F -2.72736 1.99883 -1.52332 -0.136
S -0.59238 3.85325 -0.45855 1.205
O -1.82090 3.90331 0.11533 -0.724
O 0.23411 5.01298 -0.49028 -0.754
F 0.18924 2.77834 0.42261 -0.299
```

***

Energy above the lowest of the compared OMol25 structures with the same formula, charge and spin? In order: 16.5; 0.0; 0.0 kcal per mole.
E? In order: -611.7137; -2051.5328; -3202.5210 Eh.
Largest force on an atom? In order: 0.0790; 0.0587; 0.1337 hartree/bohr.